This record from the Open Molecules 2025 dataset describes C47H41N6P2Pt as an isolated structure in a non-equilibrium geometry. The level of theory is ωB97M-V with the def2-TZVPD basis set.

Properties
Charge: +3
HOMO-LUMO gap (spin up / spin down), eV: 5.591 / 5.859
2S+1: 5
Energy relative to the best compared isomer or geometry (same formula, charge and spin), kcal per mole: 11.7
Highest occupied orbital energy (spin up / spin down), eV: -14.4 / -16.1

Element x y z (Å)
1 Pt 0.696 0.830 0.606
2 C 5.998 -1.914 0.574
3 C 4.681 -2.310 0.323
4 C 3.697 -1.369 0.139
5 C 4.005 0.004 0.210
6 C 5.348 0.397 0.471
7 C 6.319 -0.556 0.642
8 N 3.040 0.936 0.015
9 N 3.411 2.171 -0.168
10 C 2.654 3.222 0.108
11 C 3.190 4.514 -0.111
12 C 2.414 5.613 0.146
13 C 1.099 5.424 0.581
14 C 0.633 4.134 0.751
15 N 1.377 3.047 0.556
16 H 6.772 -2.659 0.698
17 H 4.436 -3.362 0.263
18 H 2.684 -1.651 -0.078
19 H 5.577 1.453 0.484
20 H 7.343 -0.252 0.814
21 H 4.209 4.591 -0.461
22 H 2.805 6.611 0.001
23 H 0.449 6.263 0.783
24 H -0.395 3.972 1.053
25 N -2.187 0.344 -0.895
26 P -1.333 1.727 -0.352
27 C -2.735 2.757 0.135
28 C -3.701 3.026 -0.842
29 C -4.813 3.782 -0.510
30 C -4.964 4.275 0.781
31 C -4.005 4.008 1.747
32 C -2.891 3.245 1.429
33 C -0.582 2.452 -1.837
34 C -0.881 3.731 -2.301
35 C -0.222 4.224 -3.419
36 C 0.747 3.463 -4.058
37 C 1.062 2.194 -3.587
38 C 0.403 1.693 -2.479
39 P -1.660 -1.230 -0.780
40 C -2.904 -2.161 0.099
41 C -4.142 -2.281 -0.541
42 C -5.170 -2.956 0.093
43 C -4.960 -3.516 1.348
44 C -3.728 -3.399 1.977
45 C -2.692 -2.718 1.357
46 C -1.447 -1.883 -2.427
47 C -1.474 -1.045 -3.541
48 C -1.337 -1.593 -4.806
49 C -1.181 -2.964 -4.957
50 C -1.169 -3.799 -3.845
51 C -1.301 -3.266 -2.576
52 H -3.195 0.451 -0.920
53 H -3.582 2.661 -1.856
54 H -5.561 3.991 -1.263
55 H -5.833 4.867 1.032
56 H -4.124 4.389 2.752
57 H -2.161 3.004 2.194
58 H -1.621 4.340 -1.800
59 H -0.466 5.209 -3.794
60 H 1.259 3.857 -4.926
61 H 1.816 1.597 -4.085
62 H 0.635 0.691 -2.121
63 H -4.288 -1.868 -1.534
64 H -6.131 -3.052 -0.394
65 H -5.764 -4.051 1.836
66 H -3.579 -3.837 2.954
67 H -1.731 -2.619 1.843
68 H -1.620 0.020 -3.419
69 H -1.364 -0.949 -5.675
70 H -1.083 -3.388 -5.947
71 H -1.074 -4.869 -3.977
72 H -1.313 -3.913 -1.706
73 C -0.104 -1.195 0.113
74 C 0.377 -2.328 0.375
75 C 0.939 -3.579 0.593
76 C 0.836 -4.245 1.833
77 C 1.347 -5.515 1.973
78 C 1.948 -6.155 0.890
79 C 2.058 -5.509 -0.340
80 C 1.572 -4.231 -0.494
81 H 0.355 -3.754 2.668
82 H 1.281 -6.015 2.930
83 H 2.325 -7.163 1.005
84 H 2.533 -6.003 -1.178
85 H 1.653 -3.720 -1.446
86 C 1.592 -1.223 3.541
87 C 0.995 0.121 3.750
88 N 0.746 1.036 2.825
89 C 0.259 2.154 3.473
90 C 0.223 1.908 4.806
91 N 0.689 0.626 4.958
92 H 1.784 -1.385 2.482
93 H 0.931 -2.004 3.920
94 H 2.539 -1.300 4.078
95 H 0.030 3.069 2.962
96 H -0.086 2.520 5.634
97 H 0.784 0.144 5.838

=====

This record from the Open Molecules 2025 dataset describes a single C4H7N3 molecule. The level of theory is ωB97M-V with the def2-TZVPD basis set.

Properties
HOMO-LUMO gap, eV: 9.151
Energy relative to the best compared isomer or geometry (same formula, charge and spin), kcal per mole: 110.8
Highest occupied orbital energy, eV: -8.5

Element x y z (Å)
1 C -1.222 0.833 -0.067
2 C -0.857 -0.629 -0.266
3 C 0.631 -1.528 0.499
4 C 0.961 -0.618 -0.532
5 N 1.590 0.464 0.036
6 N 1.513 0.354 1.380
7 N 0.946 -0.742 1.677
8 H -2.314 0.920 -0.026
9 H -0.833 1.203 0.887
10 H -0.859 1.482 -0.871
11 H -1.362 -1.240 0.474
12 H -1.135 -1.031 -1.240
13 H 1.075 -0.815 -1.589
14 H 1.867 1.348 -0.362

=====

This record from the Open Molecules 2025 dataset describes an isolated ion of composition C2H8N4 and charge +2 in a non-equilibrium geometry. The level of theory is ωB97M-V with the def2-TZVPD basis set.

Properties
Charge: +2
HOMO-LUMO gap, eV: 10.563
Energy relative to the best compared isomer or geometry (same formula, charge and spin), kcal per mole: 94.1
Highest occupied orbital energy, eV: -19.6
SMILES string: C=N/C=[NH+]\N[NH3+]

Element x y z (Å)
1 C -1.032 -0.713 -0.419
2 C -2.795 0.758 0.414
3 N -1.835 -0.050 0.274
4 N 0.336 -1.032 -0.337
5 N 1.423 -0.602 0.503
6 N 2.340 0.489 -0.100
7 H -1.512 -1.294 -1.156
8 H -3.104 1.629 -0.186
9 H -3.473 0.638 1.214
10 H 0.737 -1.756 -0.929
11 H 1.068 -0.156 1.367
12 H 2.921 0.831 0.695
13 H 1.878 1.248 -0.685
14 H 3.049 0.009 -0.655

=====

Which of these has the lowest energy relative to the best compared isomer or geometry (same formula, charge and spin)? C47H41N6P2Pt

=====

Which of these has the highest energy relative to the best compared isomer or geometry (same formula, charge and spin)? C4H7N3

=====

Copy entry 2 word for word.
This record from the Open Molecules 2025 dataset describes a single C4H7N3 molecule. The level of theory is ωB97M-V with the def2-TZVPD basis set.

Properties
HOMO-LUMO gap, eV: 9.151
Energy relative to the best compared isomer or geometry (same formula, charge and spin), kcal per mole: 110.8
Highest occupied orbital energy, eV: -8.5

Element x y z (Å)
1 C -1.222 0.833 -0.067
2 C -0.857 -0.629 -0.266
3 C 0.631 -1.528 0.499
4 C 0.961 -0.618 -0.532
5 N 1.590 0.464 0.036
6 N 1.513 0.354 1.380
7 N 0.946 -0.742 1.677
8 H -2.314 0.920 -0.026
9 H -0.833 1.203 0.887
10 H -0.859 1.482 -0.871
11 H -1.362 -1.240 0.474
12 H -1.135 -1.031 -1.240
13 H 1.075 -0.815 -1.589
14 H 1.867 1.348 -0.362